Density functional theory data (wB97M-V/def2-TZVPD) for a molecular structure, CuN4O12 at a distorted geometry.

Calculated values
* HOMO energy (spin up / spin down): -3.141 / -3.036 eV
* LUMO (spin up / spin down): 5.9 / 3.2 eV
* max |F|: 7.01 eV Å⁻¹
* expectation value of S²: 0.75
* multiplicity: 2
* total charge: -2

Last column: Löwdin charge in e.
Atoms and positions in Å:
O 22.035 -2.038 1.746  -0.0168
O 26.179 -3.687 1.591  -0.0477
O 23.143 -8.848 2.064  0.0007
O 23.263 -3.672 0.806  -0.0314
O 27.298 -3.888 -0.118  0.0037
O 21.636 -8.092 0.828  0.0050
O 25.194 -5.809 6.259  -0.0468
Cu 24.448 -5.168 2.307  0.8848
O 24.087 -6.137 4.350  -0.0355
O 25.970 -5.522 4.234  -0.0388
O 23.033 -6.795 1.668  -0.0897
N 22.574 -7.945 1.535  -0.6816
N 25.065 -5.814 4.990  -0.6027
O 25.999 -5.452 0.516  -0.0179
O 23.456 -3.253 2.750  -0.0213
N 22.958 -2.890 1.740  -0.5853
N 26.522 -4.374 0.647  -0.6787

Density functional theory data (wB97M-V/def2-TZVPD) for 2 unconnected molecules or ions with the total composition C8H12OSi at a distorted geometry.

Calculated values
* ΔE to the lowest compared entry with this formula, charge and spin: 28.16 kcal per mole
* HOMO energy: -8.294 eV
* LUMO: 0.4 eV
* max |F|: 3.95 eV Å⁻¹

Last column: Löwdin charge in e.
Atoms and positions in Å:
C -1.612 -0.129 1.081  -0.1245
C -0.204 -0.134 -2.318  -0.1926
H 3.474 0.124 -2.701  0.0866
C -2.588 -0.535 1.956  -0.0757
C -1.973 -1.581 2.902  -0.0835
C -0.358 -0.785 1.449  -0.4166
H -0.015 -0.865 -3.125  0.0245
H 0.799 2.839 -0.774  -0.0070
H -3.691 -0.218 1.958  0.1122
O 2.777 0.028 -2.037  -0.1693
H -0.806 0.521 -2.910  -0.0070
C 0.846 -0.741 0.926  0.0424
H 1.607 -1.469 1.244  0.0287
Si 1.413 0.551 -1.414  0.6509
H -0.996 -0.496 -1.542  0.0335
C 1.710 2.484 -1.216  -0.1874
H -1.808 0.628 0.173  0.1356
C -0.663 -1.715 2.621  -0.0628
H -2.467 -2.081 3.646  0.0538
H 0.159 -2.274 3.043  0.0962
H 2.589 2.943 -0.719  0.0345
H 1.807 2.903 -2.243  0.0276

Density functional theory data (wB97M-V/def2-TZVPD) for a molecular structure, C40H45AsCl5N2PPtSSeSi.

Calculated values
* ΔE to the lowest compared entry with this formula, charge and spin: 0.75 kcal per mole
* HOMO energy (spin up / spin down): -7.212 / -7.775 eV
* LUMO (spin up / spin down): 0.3 / -1.3 eV
* max |F|: 0.22 eV Å⁻¹
* expectation value of S²: 2.01
* multiplicity: 3

Last column: Löwdin charge in e.
Atoms and positions in Å:
H 0.808 -1.980 -2.828  0.1023
H -0.841 -2.650 1.069  0.0572
H -2.310 6.056 0.479  0.0289
C -1.574 0.056 2.995  -0.3686
C 2.877 -2.698 3.749  -0.0799
H 2.510 -0.748 -0.209  0.0835
C 2.268 -2.406 4.962  -0.0772
N -4.489 0.586 -2.919  -0.0144
C 4.975 0.388 1.033  -0.4191
C -0.141 -4.882 -1.372  -0.0818
C -2.972 -2.743 -3.011  -0.2809
H 1.928 -3.205 5.607  0.1048
C 1.588 0.614 -2.601  -0.1026
C 0.429 -2.651 -2.069  -0.0844
H -2.377 5.637 -1.233  0.0247
H 1.085 5.517 1.110  0.0381
H -2.481 -2.686 -2.040  0.0616
C -0.004 -2.151 -0.842  -0.3449
N -3.477 -1.415 -3.321  -0.0098
H 1.072 4.732 -1.744  0.0402
H 5.984 0.291 -2.208  0.1006
H -6.881 0.304 -1.598  0.0656
Cl -3.050 -2.892 5.314  0.6788
H -4.603 0.631 -3.921  0.1356
C 7.048 -0.595 -0.570  -0.0934
H 1.179 3.819 1.567  -0.0130
H 1.231 1.501 1.462  -0.0202
H 0.979 2.997 -1.425  0.0018
C 1.704 1.194 -3.855  -0.0720
C 4.977 0.605 -0.342  -0.1292
C -0.569 -4.389 -0.147  -0.0673
Cl -0.144 1.489 6.476  0.6920
C -2.248 -1.070 3.468  -0.7011
C -5.230 1.572 -2.144  -0.2852
H 7.848 -0.979 -1.189  0.1004
C 1.730 -0.311 0.423  -0.3894
H 1.597 -0.992 1.269  0.0685
P 0.115 -0.384 -0.416  0.8738
H -5.041 2.549 -2.591  0.1150
H 2.285 1.765 0.090  0.0445
H -0.199 -5.942 -1.581  0.1040
H -4.570 -3.868 -3.954  0.0706
C 6.002 0.115 -1.140  -0.0875
C 0.489 4.639 1.374  -0.2407
H -0.054 4.861 2.292  0.0145
H -0.229 3.763 -2.450  0.0262
C -0.496 -3.031 0.117  -0.1080
C -6.717 1.265 -2.085  -0.0858
H 7.885 -1.344 1.258  0.1029
H -1.779 0.704 -2.268  0.0521
H -3.634 -4.778 -2.765  0.0716
C 6.042 -0.308 1.597  -0.1268
H -4.798 -3.564 -2.223  0.0629
H 2.483 0.310 -2.072  0.0875
Se -2.249 2.658 0.299  0.3157
As 3.605 1.195 2.174  1.3106
C -0.936 0.490 5.315  -0.7134
Cl -1.513 -1.148 7.389  0.6819
H 0.700 -4.393 -3.285  0.1055
C -2.240 -1.461 4.804  -0.7103
Pt -1.548 0.433 0.943  0.4955
H 0.657 2.023 -5.532  0.1047
C 3.311 -1.673 2.922  -0.1314
H 2.683 1.349 -4.289  0.1058
C -0.805 0.817 -2.728  -0.1118
C -3.992 -0.565 -2.408  -0.8327
C 0.363 -4.012 -2.329  -0.0873
H 3.780 -1.916 1.976  0.1006
H 6.072 -0.476 2.667  0.1029
H -4.799 1.584 -1.145  0.0393
H -7.239 2.032 -1.513  0.0747
C -1.567 -0.677 5.735  -0.7138
H -0.964 -5.059 0.604  0.1088
H 2.399 0.971 4.829  0.0731
H 1.640 -0.849 6.298  0.0840
C 2.078 1.081 0.917  -0.4526
C 2.534 -0.059 4.517  -0.1391
C 7.068 -0.800 0.802  -0.0856
C -1.704 5.799 -0.390  -0.2388
C 0.332 0.424 -2.028  -0.3703
S -3.978 -0.899 -0.765  0.6376
C 3.137 -0.341 3.294  -0.4101
C -4.063 -3.801 -2.991  -0.0803
C -0.688 1.377 -3.990  -0.0784
C -0.940 0.828 3.964  -0.6860
H -3.612 -1.196 -4.296  0.1374
H -1.579 1.685 -4.523  0.1047
H 3.013 -3.728 3.443  0.1030
C 0.565 1.570 -4.553  -0.0786
H -7.157 1.231 -3.083  0.0695
H -2.207 -2.978 -3.752  0.1130
C 2.102 -1.085 5.347  -0.0928
H -1.065 6.653 -0.624  0.0315
C 0.386 3.902 -1.562  -0.2063
Si -0.660 4.278 -0.057  0.1428
Cl -3.164 -2.021 2.339  0.6551
H 4.177 1.170 -0.806  0.0796
Cl -0.142 2.288 3.493  0.7152